Entry 1:
C5H11NO | ωB97M-V/def2-TZVPD

Each line ends with the Löwdin charge.
CARTESIAN COORDINATES (ANGSTROEM)
C -0.16 -1.24 1.79  -0.037
N -0.88 -0.48 0.59  -0.184
C -1.12 -1.56 -0.42  -0.131
C -0.04 1.97 0.55  -0.077
C -0.21 0.63 -0.10  -0.400
C 1.16 0.27 -0.78  -0.198
O 1.41 0.61 -1.94  0.021
H -0.35 -2.33 1.56  0.082
H 0.93 -1.18 1.85  0.055
H -0.51 -0.66 2.63  0.070
H -1.71 -0.95 -1.15  0.098
H -1.89 -2.13 0.09  0.074
H -0.29 -2.19 -0.83  0.101
H 0.11 2.76 -0.25  0.111
H 0.67 2.14 1.33  0.062
H -0.89 2.14 1.20  0.078
H -0.72 1.01 -1.03  0.145
H 1.82 -0.48 -0.23  0.129

Results
LUMO energy   0.908 eV
Electronic energy   -327.0072 Ha
Multiplicity   1
Gap between HOMO and LUMO   0.3561 hartree

---

Entry 2:
CH4ClFS | ωB97M-V/def2-TZVPD

Each line ends with the Löwdin charge.
CARTESIAN COORDINATES (ANGSTROEM)
C 1.10 0.12 0.65  -0.629
H -2.51 -0.89 -1.26  -0.212
H -1.29 0.15 -0.15  -0.249
H 1.66 -0.06 1.57  0.080
H 0.65 1.12 0.64  0.072
F 0.14 -0.82 0.51  -0.138
S -2.01 0.35 -1.26  0.501
Cl 2.25 0.03 -0.70  0.576

Results
LUMO energy   0.837 eV
Electronic energy   -998.7187 Ha
Multiplicity   1
Gap between HOMO and LUMO   0.3812 hartree

---

Entry 3:
C5H21NO5 | ωB97M-V/def2-TZVPD

Each line ends with the Löwdin charge.
CARTESIAN COORDINATES (ANGSTROEM)
C -1.24 -1.05 1.74  -0.070
N -1.45 0.84 -0.89  0.044
C -1.02 -0.51 -0.82  -0.356
C -0.86 -1.23 0.35  -0.290
C -0.49 -2.69 0.11  -0.088
C -0.85 -0.94 -2.23  -0.071
H -1.71 0.06 2.09  0.116
H -0.36 -0.82 2.43  0.091
H -1.90 -1.82 2.07  0.073
H -0.82 1.55 -0.59  0.016
H -2.28 0.94 -0.33  0.082
H 0.51 -2.88 -0.29  0.089
H -1.33 -3.25 -0.34  0.096
H -0.46 -3.23 1.01  0.041
H -0.99 -2.04 -2.28  0.063
H -1.92 -0.73 -2.71  0.119
H -0.09 -0.41 -2.90  0.104
H 2.91 -0.63 1.57  -0.021
H 1.47 -0.71 2.07  -0.002
O 2.24 -0.20 1.97  0.043
H 3.28 0.40 -1.85  0.078
H 3.38 -0.66 -0.67  0.026
O 3.21 -0.60 -1.64  -0.104
H 1.59 2.34 -0.19  0.029
H 1.44 1.59 1.12  -0.113
O 1.11 1.81 0.39  0.060
H -1.07 3.14 -1.70  0.110
H 0.36 2.55 -2.18  0.004
O -0.06 3.36 -1.90  -0.106
H -0.19 2.24 2.57  -0.049
H -1.36 1.47 1.70  -0.003
O -1.02 2.12 2.34  -0.012

Results
LUMO energy   0.110 eV
Electronic energy   -633.8831 Ha
Multiplicity   1
Gap between HOMO and LUMO   0.3207 hartree

---

Entry 4:
C36H44BCl2N9O5Tm | ωB97M-V/def2-TZVPD

Each line ends with the Löwdin spin population.
CARTESIAN COORDINATES (ANGSTROEM)
Tm 1.17 -1.06 0.22  2.006
N 1.10 -3.64 -0.54  -0.001
C 2.22 -3.82 -1.49  0.000
C 3.47 -3.28 -0.78  0.000
O 4.45 -4.02 -0.59  0.000
N 3.27 -2.04 -0.37  -0.003
C 4.19 -1.56 0.66  0.000
C 3.26 -0.93 1.70  0.000
O 2.69 0.17 1.24  0.000
O 0.95 -1.49 2.47  -0.001
H 1.24 -4.30 0.22  0.000
H 0.24 -3.88 -1.01  0.000
H 2.00 -3.23 -2.38  0.000
H 2.38 -4.86 -1.77  0.000
H 4.84 -0.77 0.28  0.000
H 4.80 -2.39 1.03  0.000
C 2.97 3.21 -2.19  0.000
C 1.80 2.24 -2.05  0.000
C 2.24 0.82 -2.40  0.000
C 1.22 2.32 -0.66  0.000
C 1.20 3.44 0.18  0.000
C 0.61 2.99 1.34  0.000
N 0.30 1.70 1.19  0.000
N 0.67 1.28 -0.04  -0.001
B -0.30 0.78 2.30  0.000
N 0.69 -0.15 2.97  0.000
C 1.56 0.29 3.92  0.000
C 2.78 -0.24 4.12  0.000
C 3.31 -1.26 3.19  0.000
N 2.32 -1.92 2.33  0.001
C 4.29 -2.27 3.78  0.000
C 3.58 -3.07 4.87  0.000
C 5.55 -1.60 4.31  0.000
N -1.47 -0.02 1.71  0.000
C -2.75 0.35 1.84  0.000
C -3.55 -0.68 1.41  0.000
C -2.65 -1.69 1.03  0.000
N -1.39 -1.28 1.20  -0.001
C -3.08 -3.09 0.69  0.000
C -3.50 -3.80 1.98  0.000
C -2.00 -3.89 -0.02  0.000
H 3.41 3.12 -3.19  0.000
H 3.73 2.99 -1.45  0.000
H 2.65 4.25 -2.07  0.000
H 1.02 2.55 -2.76  0.000
H 2.89 0.43 -1.62  0.000
H 2.80 0.82 -3.34  0.000
H 1.39 0.16 -2.52  0.000
H 1.55 4.43 -0.02  0.000
H 0.41 3.51 2.27  0.000
H -0.73 1.52 3.15  0.000
H 1.18 1.10 4.53  0.000
H 3.41 0.12 4.91  0.000
H 4.57 -2.97 2.99  0.000
H 3.23 -2.42 5.67  0.000
H 4.24 -3.83 5.30  0.000
H 2.71 -3.58 4.45  0.000
H 5.34 -0.95 5.16  0.000
H 6.02 -0.99 3.53  0.000
H 6.27 -2.35 4.64  0.000
H -3.00 1.32 2.24  0.000
H -4.63 -0.72 1.38  0.000
H -3.97 -3.02 0.04  0.000
H -2.65 -3.84 2.67  0.000
H -3.83 -4.82 1.77  0.000
H -4.31 -3.27 2.48  0.000
H -1.12 -3.92 0.62  0.000
H -1.76 -3.42 -0.98  0.000
H -2.34 -4.91 -0.21  0.000
Cl -4.25 3.53 -0.87  0.000
C -2.98 4.34 -1.74  0.000
C -2.52 5.52 -1.20  0.000
C -1.54 6.26 -1.82  0.000
C -1.00 5.80 -3.01  0.000
C -1.46 4.62 -3.55  0.000
Cl -0.75 4.08 -5.05  0.000
C -2.47 3.83 -2.96  0.000
N -2.89 2.71 -3.64  0.000
C -3.77 1.65 -3.24  0.000
C -5.11 1.78 -3.59  0.000
C -6.01 0.77 -3.28  0.000
C -5.56 -0.37 -2.63  0.000
C -4.22 -0.50 -2.30  0.000
C -3.30 0.50 -2.59  0.000
C -1.85 0.38 -2.18  0.000
C -1.27 -1.05 -2.14  0.000
O -1.85 -1.95 -2.75  0.000
O -0.14 -1.20 -1.55  -0.001
H -2.94 5.85 -0.26  0.000
H -1.19 7.19 -1.39  0.000
H -0.22 6.35 -3.52  0.000
H -2.30 2.47 -4.42  0.000
H -5.44 2.68 -4.09  0.000
H -7.06 0.88 -3.54  0.000
H -6.25 -1.17 -2.39  0.000
H -3.87 -1.39 -1.82  0.000
H -1.71 0.83 -1.19  0.000
H -1.21 0.94 -2.86  0.000

Results
LUMO energy (alpha / beta)   2.311 / 2.311 eV
Charge   -1
Electronic energy   -4297.9055 Ha
⟨S²⟩   2.0020
Multiplicity   3
Gap between HOMO and LUMO (alpha / beta)   0.2643 / 0.2643 hartree

---

Entry 5:
C5H6O3 | ωB97M-V/def2-TZVPD

Each line ends with the Löwdin charge.
CARTESIAN COORDINATES (ANGSTROEM)
C -0.79 -0.80 0.48  -0.379
C -0.42 0.71 0.90  -0.378
C 1.29 0.12 -0.51  -0.037
C 0.02 0.72 -1.20  -0.131
C 0.06 -0.67 -0.86  -0.112
H 0.34 -1.32 1.76  0.200
H -1.71 -0.84 -0.06  0.160
H -0.91 0.95 1.79  0.161
H 2.34 0.62 -0.69  0.193
H 0.08 1.36 -2.17  0.191
H 0.00 -1.38 -1.53  0.101
O -0.57 -1.65 1.35  0.088
O 0.94 0.62 0.88  -0.065
O -0.67 1.54 -0.13  0.008

Results
LUMO energy   0.872 eV
Electronic energy   -419.6777 Ha
Multiplicity   1
Gap between HOMO and LUMO   0.3660 hartree

---

Entry 6:
C4H7NO2 | ωB97M-V/def2-TZVPD

Each line ends with the Löwdin charge.
CARTESIAN COORDINATES (ANGSTROEM)
C -1.91 -0.14 -0.42  -0.002
C -0.71 0.17 0.44  -0.497
N -0.40 1.24 1.02  0.172
O 0.12 -0.92 0.50  -0.069
C 1.50 -0.59 0.61  -0.147
C 1.87 -0.03 -0.76  -0.237
O 2.46 1.00 -0.95  0.072
H -2.73 -0.56 0.18  0.087
H -2.26 0.77 -0.90  0.083
H -1.64 -0.87 -1.18  0.083
H -1.12 1.95 0.87  0.067
H 1.70 0.14 1.40  0.120
H 2.02 -1.54 0.79  0.133
H 1.48 -0.64 -1.61  0.134

Results
LUMO energy   0.820 eV
Electronic energy   -361.8196 Ha
Multiplicity   1
Gap between HOMO and LUMO   0.3916 hartree